(1)
11
Properties=species:S:1:pos:R:3:forces:R:3 method="wB97M-V/def2-TZVPD" relative_energy_kj_mol=151.23 multiplicity=4 e_tot_ev=-33971.9057 gap_ev="4.8412 / 5.3976" s_squared=3.770 total_charge=+2 e_lumo_ev="-11.7 / -11.2"
V -1.57541 0.26722 -2.94098 -1.3 -0.4 -1.6
O 0.66963 -2.80952 0.91676 -0.8 1.4 -0.3
O -0.71713 0.33686 -1.36952 0.4 1.4 -0.4
C 0.27208 0.89134 -0.83598 1.5 -1.3 1.0
C 0.15405 -1.77285 0.88150 1.1 -1.3 0.5
C -0.40858 -0.57655 0.88601 0.5 1.5 0.9
C 0.43301 0.76781 0.61781 -1.4 -2.4 -0.1
H -0.05534 1.59631 1.14270 0.3 0.1 0.2
H 1.49926 0.64267 0.84964 -0.2 0.5 0.1
H -1.40848 -0.50226 1.31616 0.3 0.0 -0.2
H 1.13690 1.15895 -1.46412 -0.5 0.6 -0.2

---

(2)
11
Properties=species:S:1:pos:R:3:forces:R:3 method="wB97M-V/def2-TZVPD" relative_energy_kj_mol=209.58 multiplicity=1 e_tot_ev=-10353.0400 gap_ev=9.5624 total_charge=0 smiles="COC(=C=O)C=O" e_lumo_ev=0.2
O 0.39107 -1.49274 -2.27570 0.1 0.5 1.0
O 2.78704 0.29773 -0.44697 -0.3 0.0 0.3
O -0.49764 -0.40790 0.83084 0.0 -0.1 0.1
C 0.47237 -0.97422 -1.24397 -0.1 -0.5 -0.8
C 1.83234 0.23967 0.30293 0.2 0.0 -0.3
C 0.55279 -0.35969 -0.05412 0.1 0.0 -0.2
C -1.62550 0.37390 0.45094 -0.2 0.1 0.0
H 1.86390 0.62251 1.34149 0.0 0.0 -0.1
H -1.35549 1.42860 0.32685 0.0 -0.1 0.0
H -2.35802 0.26781 1.25372 0.1 0.0 -0.1
H -2.06288 0.00431 -0.48601 0.1 0.0 0.1

---

(3)
11
Properties=species:S:1:pos:R:3:forces:R:3 method="wB97M-V/def2-TZVPD" relative_energy_kj_mol=586.02 multiplicity=1 e_tot_ev=-10349.1385 gap_ev="8.4909 / 8.4993" total_charge=0 e_lumo_ev="-1.0 / -1.0"
O -1.74821 1.20740 -0.95742 0.2 1.0 1.3
O -0.94726 -0.45205 2.26307 0.1 -0.4 0.1
O -1.34185 0.13189 -1.57481 0.7 -1.4 -0.8
C 0.89143 -0.29986 -0.49510 -0.1 0.6 0.6
C -0.33945 0.31983 1.57939 -0.4 1.0 -0.2
C -0.23987 -0.46565 -1.38069 -0.3 -0.4 -0.7
C 0.89235 0.00851 0.80696 -0.3 -0.2 -0.5
H 1.81397 0.02895 1.36497 0.3 0.0 0.1
H 1.82424 -0.57143 -0.97181 0.1 -0.1 0.0
H -0.14143 -1.28310 -2.09481 -0.1 0.2 0.0
H -0.66392 1.37551 1.46026 -0.1 -0.1 0.1

---

(4)
11
Properties=species:S:1:pos:R:3:forces:R:3 method="wB97M-V/def2-TZVPD" relative_energy_kj_mol=143.03 multiplicity=1 e_tot_ev=-10353.7297 gap_ev=8.6983 total_charge=0 smiles="CC(=O)C(=O)C=O" e_lumo_ev=-1.2
O -1.02679 -1.82121 0.23883 -0.4 0.5 -0.1
O -1.43209 0.81389 -1.75200 0.3 -0.3 0.6
O 1.25090 1.31607 -1.35828 -0.2 -0.4 0.4
C -1.52890 -0.74485 0.02235 0.1 -0.5 0.2
C 1.25591 0.08787 0.71885 0.1 0.0 0.0
C 0.67003 0.62236 -0.56287 0.3 0.3 -0.2
C -0.82751 0.29383 -0.84822 -0.2 0.3 -0.4
H 2.34522 0.08236 0.67089 -0.1 0.1 0.0
H -2.52727 -0.46207 0.40118 0.0 -0.1 -0.1
H 0.87992 -0.91692 0.91558 0.2 0.1 0.0
H 0.94056 0.72868 1.55369 0.0 -0.1 -0.1

---

(5)
11
Properties=species:S:1:pos:R:3:forces:R:3 method="wB97M-V/def2-TZVPD" relative_energy_kj_mol=89.24 multiplicity=1 e_tot_ev=-10354.2873 gap_ev=10.0083 total_charge=0 smiles="CC(=C=O)C(=O)O" e_lumo_ev=0.5
O 0.50966 -1.79395 1.55160 -0.3 -1.3 0.4
O -2.57834 -1.23882 -0.90164 1.4 0.7 0.5
O 1.49212 0.12900 0.98915 0.5 -0.1 0.0
C 0.48585 -0.79386 0.90843 1.1 0.8 0.6
C -0.09086 1.07306 -0.75121 1.1 -1.3 0.1
C -0.47546 -0.26019 0.01148 -1.6 1.9 -1.7
C -1.58906 -0.80519 -0.46157 -0.8 -1.0 0.3
H -0.91971 1.44048 -1.34664 -0.1 -0.1 -0.2
H 2.23282 -0.25753 1.47281 -0.2 -0.2 0.2
H 0.72177 0.58852 -1.43947 -1.1 2.1 1.1
H 0.21121 1.91847 -0.03295 -0.1 -1.6 -1.3

---

(6)
11
Properties=species:S:1:pos:R:3:forces:R:3 method="wB97M-V/def2-TZVPD" relative_energy_kj_mol=371.00 multiplicity=1 e_tot_ev=-10351.3670 gap_ev=11.0300 total_charge=0 smiles="O=C1OC[C@@]12CO2" e_lumo_ev=0.8
O -1.72803 0.55904 -0.25534 -0.2 0.1 -0.3
O -0.28577 1.88400 -1.49533 -0.3 -0.3 0.3
O 1.31314 0.17786 1.00178 0.2 -0.3 0.6
C -1.11918 -0.41257 0.63824 0.2 -0.1 0.0
C 0.24939 0.08675 0.15336 -0.2 1.1 0.5
C -0.51599 1.04872 -0.68126 0.2 1.2 -0.1
C 1.64341 -0.52613 -0.17187 -1.8 0.9 -1.1
H 2.25673 0.05048 -0.86270 -0.3 -0.3 -0.1
H 0.96804 -1.31781 -0.47142 1.9 -2.4 0.5
H -1.26642 -0.13293 1.68826 0.0 -0.1 -0.2
H -1.51531 -1.41739 0.45629 0.4 0.2 -0.1

---

(7)
11
Properties=species:S:1:pos:R:3:forces:R:3 method="wB97M-V/def2-TZVPD" relative_energy_kj_mol=123.54 multiplicity=1 e_tot_ev=-10353.9317 gap_ev=8.7941 total_charge=0 smiles="CC(=O)C(=O)C=O" e_lumo_ev=-1.0
O -0.75885 1.70431 -1.76858 0.2 0.2 0.6
O 1.22085 -0.47889 -1.17958 -0.3 0.0 0.5
O -0.00643 1.12417 1.51059 0.0 -0.1 -0.6
C -0.02557 -1.70535 0.47574 0.0 0.0 0.0
C 0.04905 0.88976 0.32641 0.0 0.1 0.5
C 0.47534 -0.47617 -0.22781 0.2 -0.2 -0.3
C -0.29711 1.97710 -0.69141 -0.2 0.0 -0.5
H -0.36484 -1.48280 1.48960 0.1 0.0 -0.1
H 0.75450 -2.46975 0.48790 -0.1 0.1 0.0
H -0.87116 -2.09551 -0.10271 0.1 0.1 0.1
H -0.17579 3.01314 -0.32015 0.0 -0.1 0.0

---

(8)
11
Properties=species:S:1:pos:R:3:forces:R:3 method="wB97M-V/def2-TZVPD" relative_energy_kj_mol=578.04 multiplicity=1 e_tot_ev=-10349.2212 gap_ev=7.9376 total_charge=0 e_lumo_ev=-0.2
O -0.59340 -0.03103 -1.50327 0.0 -0.5 1.3
O 1.77667 0.27662 -1.20543 -2.4 4.4 0.9
O 1.27373 -0.36493 1.47964 7.2 2.6 3.5
C 0.39619 -0.35141 0.60286 -5.6 -0.8 -4.6
C -1.11402 -0.40427 0.76834 -0.6 -0.1 0.0
C -1.49263 -0.22102 -0.52173 -5.7 1.6 -0.2
C 0.53362 -0.30266 -0.81057 4.5 1.9 2.3
H -2.63292 0.04110 -0.77005 2.9 -1.1 0.0
H -2.07722 -0.53812 1.53343 3.5 0.4 -1.6
H 2.28842 0.37830 1.34875 -4.6 -3.1 -0.2
H 1.64155 1.51741 -0.92198 0.7 -5.2 -1.4

---

(9)
11
Properties=species:S:1:pos:R:3:forces:R:3 method="wB97M-V/def2-TZVPD" relative_energy_kj_mol=100.38 multiplicity=1 e_tot_ev=-10354.1717 gap_ev=9.6397 total_charge=0 smiles="O=CC(C=O)=CO" e_lumo_ev=-0.4
O 1.82447 1.64156 -0.85643 -0.2 -0.4 0.1
O -1.17720 -1.83189 0.17525 0.3 0.2 0.4
O -1.94173 0.69296 0.72936 0.1 -0.1 -0.1
C 0.19284 0.07550 -0.10231 -0.2 0.0 0.0
C -0.78802 0.98572 0.17417 0.1 0.0 0.0
C -0.05710 -1.33633 0.16324 -0.2 -0.1 0.1
C 1.48406 0.49440 -0.65646 0.1 0.3 0.0
H -1.98618 -0.28589 0.82812 -0.2 0.1 -0.2
H 2.15344 -0.35354 -0.92131 0.0 0.2 0.1
H -0.66091 2.04810 -0.02619 0.1 -0.2 0.1
H 0.81236 -1.96656 0.42326 0.1 0.0 -0.4

---

(10)
11
Properties=species:S:1:pos:R:3:forces:R:3 method="wB97M-V/def2-TZVPD" relative_energy_kj_mol=296.79 multiplicity=1 e_tot_ev=-10352.1361 gap_ev=9.3481 total_charge=0 e_lumo_ev=0.4
O 3.77121 1.03864 -0.66186 -0.9 -0.4 1.0
O 0.83435 -0.27566 1.32756 -0.3 -0.1 -0.5
O -0.83871 -1.97576 -0.58500 0.0 0.4 0.2
C -0.76162 -0.80367 -0.26608 -0.1 -0.2 -0.2
C 0.57684 -0.24574 0.05871 -0.1 -0.1 0.3
C 3.09870 0.70346 0.18809 1.2 0.5 -1.1
C -1.90048 0.18420 -0.35507 -0.1 0.0 0.0
H -2.10683 0.60123 0.63782 0.0 0.0 -0.1
H -1.63214 1.01806 -1.01466 0.0 -0.2 0.1
H 1.75083 0.07243 1.41002 0.0 0.0 0.2
H -2.79215 -0.31717 -0.73952 0.2 0.1 0.1

---

(11)
12
Properties=species:S:1:pos:R:3:forces:R:3 method="wB97M-V/def2-TZVPD" relative_energy_kj_mol=34.75 multiplicity=1 e_tot_ev=-12402.8916 gap_ev=7.5378 total_charge=-2 smiles="O=C([O-])CCC(=O)[O-]" e_lumo_ev=7.0
O 1.96430 -0.33779 1.66582 -0.1 0.0 -0.1
O -2.24339 0.04567 -1.56549 0.5 0.0 0.3
O -2.70712 0.88776 0.44705 0.3 0.1 0.3
O 2.65142 -0.88191 -0.40104 0.1 -0.1 -0.2
C 1.87061 -0.33031 0.41163 0.0 0.3 -0.3
C -1.94311 0.28495 -0.35563 -1.4 0.5 -0.4
C 0.66548 0.48577 -0.20868 0.6 -0.3 2.2
C -0.61530 -0.24388 0.14456 0.4 -2.8 -0.3
H -0.59755 -0.67572 1.17759 -0.2 1.3 -0.4
H 0.69765 1.41745 0.39101 -0.1 0.1 -0.9
H -0.50984 -1.19213 -0.42446 -0.1 0.2 0.0
H 0.76684 0.54013 -1.28235 0.1 0.5 -0.2

---

(12)
13
Properties=species:S:1:pos:R:3:forces:R:3 method="wB97M-V/def2-TZVPD" relative_energy_kj_mol=60.91 multiplicity=1 e_tot_ev=-14449.3380 gap_ev=10.8304 total_charge=0 smiles="O=C1OC(=O)C1(O)CO" e_lumo_ev=0.4
O -0.90950 2.27402 -0.08087 -0.2 0.0 -0.1
O 2.07285 0.36857 -0.06207 0.4 0.3 0.1
O -2.14516 0.36899 -0.52456 -0.8 0.3 -0.5
O -2.10047 -1.93693 -0.25398 -0.4 0.0 -0.2
O 0.05850 -0.26519 1.70514 0.1 0.0 0.1
C -1.64490 -0.86081 -0.16632 2.8 0.7 1.2
C -0.22967 -0.13003 0.36993 -1.6 -1.0 -1.0
C -1.05601 1.10306 -0.06151 0.7 -0.2 0.4
C 0.99110 -0.39186 -0.52547 -0.6 -0.1 0.0
H 1.02210 -0.20330 1.82346 -0.2 0.1 -0.1
H 0.75760 -0.19093 -1.57782 0.0 0.0 0.1
H 1.90569 1.30478 -0.22888 0.0 0.0 0.0
H 1.27788 -1.44038 -0.41705 -0.1 0.1 -0.1

---

(13)
13
Properties=species:S:1:pos:R:3:forces:R:3 method="wB97M-V/def2-TZVPD" relative_energy_kj_mol=186.21 multiplicity=1 e_tot_ev=-14425.8199 gap_ev=7.0452 total_charge=+2 e_lumo_ev=-12.1
O 1.21808 1.74512 -1.93465 1.4 -0.6 0.2
O -0.94835 1.58283 -1.55319 0.3 -0.4 0.2
O -0.95759 -0.43752 2.22907 0.0 0.0 -0.4
O -1.56653 -0.76483 4.43488 -0.2 -0.1 0.3
O 0.06759 -0.38957 -1.86982 2.1 4.2 -1.2
C -1.28906 -0.61178 3.33777 0.2 0.2 0.3
C 0.47567 -1.48991 0.34339 1.9 1.5 -2.5
C 0.19333 1.10017 -1.68913 -2.8 -0.5 -2.4
C 0.42519 -0.81513 -0.77609 -1.0 -5.2 4.8
H -1.03170 2.53902 -1.75006 -0.1 0.6 0.3
H 2.11591 1.33479 -2.13606 -0.8 0.2 0.1
H -0.06263 -2.44757 0.38452 -0.7 0.4 0.3
H 1.36010 -1.34562 0.97934 -0.2 -0.2 0.1

---

(14)
14
Properties=species:S:1:pos:R:3:forces:R:3 method="wB97M-V/def2-TZVPD" relative_energy_kj_mol=268.25 multiplicity=4 e_tot_ev=-43975.0820 gap_ev="6.2668 / 6.3998" s_squared=3.783 total_charge=0 e_lumo_ev="-0.1 / -1.4"
Tm -0.17545 2.47208 0.70992 -0.7 -1.8 -1.4
O 1.21847 1.87832 -1.62488 -1.2 -1.4 0.5
O -0.97729 0.54465 -0.75281 0.3 1.8 3.0
O -2.94726 0.20764 0.40138 0.2 1.0 0.5
O -1.15695 -0.96711 0.99458 0.6 0.9 0.6
O 0.85238 0.42436 -3.36658 -1.2 -0.1 2.6
C -3.22214 -1.10041 -0.08259 -0.1 -0.1 0.0
C -1.52797 0.33262 0.52032 -0.5 -2.6 -3.6
C 0.84399 0.99421 -2.33726 2.2 1.8 -2.5
C -1.99695 -1.91973 0.35678 0.0 -0.2 0.0
H -4.15943 -1.44910 0.37095 0.3 0.1 -0.1
H -2.24471 -2.70695 1.08228 0.1 0.3 -0.2
H -3.33715 -1.10020 -1.17800 0.1 0.1 0.3
H -1.48494 -2.37810 -0.50395 -0.1 0.2 0.2

---

(15)
10
Properties=species:S:1:pos:R:3:forces:R:3 method="wB97M-V/def2-TZVPD" relative_energy_kj_mol=287.91 multiplicity=1 e_tot_ev=-17092.1612 gap_ev=7.7195 total_charge=0 smiles="C1=CSC=CO1" e_lumo_ev=0.5
S 1.36655 -0.03497 0.44856 0.2 -1.0 0.0
O -1.51841 0.14263 -0.50842 -1.8 -3.4 -5.1
C 0.03790 1.03559 0.87067 -0.7 -0.8 -0.4
C -0.71625 -0.85322 -1.13130 4.4 -0.8 4.0
C -1.20351 1.01188 0.38444 1.9 2.5 1.0
C 0.53595 -1.22981 -0.55933 -2.7 0.0 -1.6
H -1.97946 1.82055 0.36652 0.8 -0.9 1.1
H -1.13807 -1.42108 -1.92322 -1.0 -0.1 -0.2
H 1.10029 -2.25248 -0.67099 -1.3 2.3 -0.4
H 0.37522 1.48483 1.73128 0.1 2.0 1.6

---

(16)
11
Properties=species:S:1:pos:R:3:forces:R:3 method="wB97M-V/def2-TZVPD" relative_energy_kj_mol=196.30 multiplicity=1 e_tot_ev=-27928.1284 gap_ev=8.4311 total_charge=0 smiles="S=C1OC=CCS1" e_lumo_ev=0.1
S 0.80741 -1.57787 -0.15112 -1.6 -1.2 -0.2
S 3.38143 -0.12757 0.06161 -0.5 -1.3 -0.3
O 1.24424 1.00389 -0.03000 -3.9 1.8 -0.2
C -1.00439 -1.01888 0.13609 2.6 -0.7 1.1
C -1.20088 0.47845 0.08201 4.0 -0.9 -0.8
C -0.18398 1.33522 -0.11395 1.9 1.8 -0.9
C 1.71973 -0.19812 -0.06954 3.5 0.8 0.7
H 0.00935 2.47445 -0.46272 -1.8 -2.7 1.3
H -1.45203 -1.59954 -0.67882 -0.6 0.4 0.6
H -2.19194 0.66989 0.05651 -2.9 1.6 -0.2
H -1.12894 -1.43991 1.16992 -0.7 0.3 -1.2

---

(17)
11
Properties=species:S:1:pos:R:3:forces:R:3 method="wB97M-V/def2-TZVPD" relative_energy_kj_mol=131.62 multiplicity=1 e_tot_ev=-27928.7988 gap_ev=9.5738 total_charge=0 e_lumo_ev=-0.2
S 1.97579 3.94640 1.51886 0.8 -0.2 -0.1
S 1.58034 1.10424 2.57395 0.2 -1.4 0.4
O -0.98138 3.16712 1.17533 -0.2 0.3 3.2
C -0.93646 3.27135 2.32308 -0.4 -0.3 -3.2
C -0.30047 -1.75461 -1.49428 1.1 3.0 0.7
C 1.93407 2.46895 1.99667 -0.4 1.6 -0.2
C -0.83105 -2.89404 -1.72718 -1.1 -4.1 -1.3
H 0.62319 -1.42681 -1.93885 0.3 0.1 0.0
H -1.76962 -3.04723 -1.23350 -0.5 -0.6 0.1
H -0.46881 -3.78390 -2.38002 -0.4 2.0 1.1
H -0.82560 -1.05146 -0.81406 0.5 -0.4 -0.6

---

(18)
11
Properties=species:S:1:pos:R:3:forces:R:3 method="wB97M-V/def2-TZVPD" relative_energy_kj_mol=159.08 multiplicity=1 e_tot_ev=-27928.5141 gap_ev=8.1582 total_charge=0 smiles="O=CC1SC=CS1" e_lumo_ev=-0.4
S 0.43633 1.55270 0.04454 0.2 -2.4 1.1
S -0.76845 -1.38056 0.37025 0.4 1.2 0.5
O 2.95567 -0.93465 -0.13959 -1.5 0.1 -0.3
C -1.80386 0.00734 -0.16057 4.7 -0.7 0.6
C 0.80554 -0.42598 0.73524 -1.7 1.5 0.3
C 1.76448 -0.71758 -0.30728 2.9 -0.2 0.7
C -1.20240 1.16351 -0.35368 -1.4 1.0 0.2
H -1.89067 1.99367 -0.55462 0.6 0.0 -0.1
H 1.26838 -0.56719 -1.21850 -0.1 -0.3 -2.3
H -2.78846 -0.17536 -0.17266 -3.4 -0.6 -0.4
H 1.22344 -0.51589 1.75687 -0.6 0.3 -0.5

---

(19)
10
Properties=species:S:1:pos:R:3:forces:R:3 method="wB97M-V/def2-TZVPD" relative_energy_kj_mol=177.03 multiplicity=1 e_tot_ev=-54670.3387 gap_ev="5.4946 / 5.2866" total_charge=0 e_lumo_ev="-1.9 / -1.8"
Zn 0.78205 1.39586 2.19349 1.5 -2.3 0.1
O -0.40027 1.67150 0.89059 -1.8 2.0 -2.1
C -0.03375 -0.98332 -1.05715 0.2 0.7 2.1
C -0.37626 0.38402 -1.10002 0.8 1.8 -1.3
C -1.00612 1.02240 -0.03593 -0.5 -3.3 0.7
C 0.61448 -1.84877 -0.43175 -0.7 -0.3 -1.3
H 1.12676 -0.37986 1.36831 0.1 1.1 1.0
H 0.34982 1.02458 -1.61446 0.2 -0.4 0.3
H 0.93113 -2.88110 -0.45293 0.0 0.3 0.3
H -1.98783 0.59470 0.23985 0.1 0.4 0.2

---

(20)
10
Properties=species:S:1:pos:R:3:forces:R:3 method="wB97M-V/def2-TZVPD" relative_energy_kj_mol=119.73 multiplicity=1 e_tot_ev=-22785.7946 gap_ev=8.9253 total_charge=0 smiles="P#CC[C@H]1C=P1" e_lumo_ev=-0.1
P -1.21092 -0.06868 2.64557 -0.4 -0.5 -0.1
P 0.31578 -0.01187 -1.28227 0.2 0.9 -1.1
C -1.28258 -1.90027 0.26839 -1.3 1.0 -0.3
C 0.13295 -1.44687 -2.06185 -1.6 0.1 0.0
C -1.42261 -1.12713 1.54039 1.5 0.5 -0.8
C 0.04165 -1.65014 -0.57329 -0.9 0.2 1.0
H -1.22005 -2.91797 0.49274 -0.1 -1.9 0.7
H -0.33575 -1.90419 -2.96838 1.0 0.3 1.0
H -2.33452 -1.79805 -0.19124 1.9 0.1 -0.3
H 0.92658 -1.96270 -0.02080 -0.3 -0.7 -0.1